# 1
# C43H63Cl8F4N5O5

A cluster of 13 separate species, C43H63Cl8F4N5O5 in total in a non-equilibrium geometry (wB97M-V/def2-TZVPD, the OMol25 dataset).

Values from the calculation:
Energy relative to the best compared isomer or geometry (same formula, charge and spin) in eV: 1.5031
Kohn-Sham gap in Eh: 0.344
Lowest unoccupied orbital energy in eV: 0.331

ORCA input file:
```
! wB97M-V def2-TZVPD RIJCOSX def2/J DEFGRID3
* xyz 0 1
C -0.651 0.570 -0.068
C -1.966 -0.021 0.241
C 4.188 -1.138 5.712
H 6.250 1.172 1.651
O 6.052 -0.363 -0.645
H 3.916 1.556 -3.895
C -6.517 -2.063 -0.133
C 1.905 -3.896 1.471
H 0.468 1.179 4.460
C -1.968 5.367 -1.015
H 3.242 -6.749 2.683
H -1.358 6.171 0.650
O -0.710 -2.832 -0.469
C -8.512 -0.983 -0.878
C 2.032 -1.695 4.134
C -5.419 0.607 3.161
H 2.001 1.103 -0.797
F -8.428 3.246 3.520
H -0.432 7.245 -1.970
Cl 2.529 3.758 0.267
H 3.810 -0.003 -6.500
O -0.498 1.698 -0.562
H 2.679 -2.805 -0.131
H -2.695 3.393 -0.501
C -0.417 7.305 -0.882
H -0.157 3.231 -2.674
H 4.303 0.722 4.524
H 1.337 -3.904 -3.394
Cl -2.658 -0.948 -3.093
C -7.695 -0.104 -1.553
H -0.410 -1.136 -3.859
C -6.341 -0.098 -1.518
C 3.447 -2.253 6.001
C 3.843 -0.246 4.653
Cl -0.258 -0.124 6.204
C 7.195 1.201 -2.544
C 1.895 0.159 -0.263
H -0.746 8.299 -0.579
C 3.080 -0.732 -4.870
H -2.007 -1.104 0.351
H -1.071 0.447 -4.276
H -0.800 2.065 5.570
H 7.455 0.144 -2.489
H -4.722 -0.199 2.985
C 2.917 -3.628 0.527
H 3.073 2.206 -5.306
H 5.628 2.520 0.795
H 0.975 4.655 1.656
C 3.851 -4.562 0.185
H -6.210 -0.365 4.903
H -8.258 0.649 -2.084
H 1.155 2.139 -2.852
C -7.437 1.302 4.211
H 8.072 1.840 -2.650
H -2.962 -4.172 -0.598
C -7.460 2.410 3.409
H 0.530 -1.138 0.350
H -9.583 -0.930 -1.003
H 1.133 -2.788 -1.977
Cl -1.757 0.822 3.907
F 3.780 -2.971 7.118
C -6.548 2.548 2.346
Cl 1.840 3.017 3.090
H 0.445 3.133 1.178
C -7.901 -2.031 -0.231
H -2.320 0.451 1.158
C 1.341 3.635 1.540
C -1.300 -0.617 -4.215
C -2.788 4.425 -0.162
N 3.603 0.248 -5.544
C -0.468 1.185 5.019
H 4.878 -6.262 0.864
H 2.486 0.168 3.103
F -5.912 -3.004 0.620
C 2.740 -0.540 3.878
C 2.293 -2.545 5.241
H 1.742 -2.186 -5.110
H -1.937 -5.043 0.388
C 3.044 -5.907 2.035
H 1.244 -2.017 3.469
H -2.359 -5.645 -1.299
O -1.984 5.259 -2.266
H -0.341 -5.285 -2.297
H -8.204 1.234 4.967
Cl 1.850 4.443 -3.394
H -5.719 0.659 -1.972
H 2.000 -4.367 -1.824
H -2.518 4.403 0.894
C -5.723 -1.146 -0.822
Cl 0.112 2.605 -4.974
N 6.502 1.685 -1.398
H 4.814 1.916 -5.420
H 0.577 7.148 -0.463
N -1.355 6.300 -0.352
C 3.992 -5.666 1.022
C 2.642 -1.939 -5.674
H -4.649 -1.187 -0.709
C 2.029 -4.987 2.316
C -2.076 -4.803 -0.667
H -8.486 -2.746 0.327
H 5.078 -0.959 6.297
H -2.667 0.185 -0.568
H 6.612 1.209 -3.466
O 2.783 -0.670 -3.707
N 0.449 -0.152 0.146
C 6.050 0.841 -0.473
H 4.598 -4.296 -0.548
H 2.521 0.398 0.597
H 6.321 2.679 -1.404
C 1.195 -3.823 -2.317
H 2.359 -1.937 -6.727
C -6.346 0.404 4.157
C 3.883 1.553 -4.984
H 4.525 1.154 1.058
C 5.558 1.434 0.850
H -3.846 4.679 -0.224
F 1.222 -5.195 3.372
C 0.679 2.994 -3.332
H 3.418 -2.692 -5.531
H 1.158 -3.124 1.579
N -0.098 -4.365 -1.960
H -4.763 1.926 1.511
C -0.907 -3.897 -1.045
H -6.619 3.450 1.756
H 1.647 -3.384 5.454
H 2.270 -0.706 -0.809
Cl -1.818 -1.131 -5.876
C -5.492 1.654 2.260
*
```

# 2
# C4H9N2O2P

A cluster of 2 separate species, C4H9N2O2P in total in a non-equilibrium geometry (wB97M-V/def2-TZVPD, the OMol25 dataset).

Values from the calculation:
Energy relative to the best compared isomer or geometry (same formula, charge and spin) in eV: 3.8296
Kohn-Sham gap (alpha / beta) in Eh: 0.298 / 0.298
Lowest unoccupied orbital energy (alpha / beta) in eV: -0.387 / -0.387

ORCA input file:
```
! wB97M-V def2-TZVPD RIJCOSX def2/J DEFGRID3
* xyz 0 1
H 0.394 -1.971 -1.451
H -3.137 0.189 -0.372
H -0.317 -1.689 0.136
O -0.102 2.227 -1.868
C 0.527 -1.250 -0.559
H 2.230 3.251 1.764
H 2.700 -1.020 -0.365
N -2.629 0.650 0.502
C 1.974 2.009 -0.041
O 0.226 -0.044 -1.233
H -1.969 2.266 1.452
P 0.177 1.490 -0.649
N 2.308 2.686 0.888
C -2.418 1.872 0.544
H 1.802 -2.294 0.627
H 1.860 -0.363 0.879
H -2.763 2.777 -0.048
C 1.812 -1.262 0.176
*
```

# 3
# C5H12NO2

A structure of composition C5H12NO2 in a non-equilibrium geometry (wB97M-V/def2-TZVPD, the OMol25 dataset).

Values from the calculation:
Energy relative to the best compared isomer or geometry (same formula, charge and spin) in eV: 3.8353
Kohn-Sham gap in Eh: 0.262
Lowest unoccupied orbital energy in eV: 3.726

ORCA input file:
```
! wB97M-V def2-TZVPD RIJCOSX def2/J DEFGRID3
* xyz -1 1
C 0.170 0.196 0.579
H 0.072 -2.579 -1.132
H -0.089 0.213 -1.665
H 2.484 2.862 -0.787
H 0.905 2.436 -0.577
C -0.749 1.501 0.522
H -1.273 1.351 -0.503
C -0.398 -1.760 -0.709
N -0.340 -0.764 1.524
H -1.306 1.658 1.360
H 1.221 0.567 0.757
O 0.054 2.632 0.381
H -0.638 -2.883 1.205
H 1.277 -0.627 -1.135
O 2.028 2.155 -1.150
H 0.428 -1.081 2.173
C 0.263 -0.446 -0.846
C -0.867 -1.891 0.781
H -1.274 -1.909 -1.398
H -1.967 -1.631 0.620
*
```

# 4
# C47H55CeN5O3S

A structure of composition C47H55CeN5O3S in a non-equilibrium geometry (wB97M-V/def2-TZVPD, the OMol25 dataset).

Values from the calculation:
Energy relative to the best compared isomer or geometry (same formula, charge and spin) in eV: 0.0258
Kohn-Sham gap in Eh: 0.262
Lowest unoccupied orbital energy in eV: -6.318

ORCA input file:
```
! wB97M-V def2-TZVPD RIJCOSX def2/J DEFGRID3
* xyz 2 1
H -1.180 -0.573 4.871
C -3.918 -3.134 -3.835
C 2.699 -1.221 2.481
H 2.935 2.919 -2.570
O 0.220 0.297 2.969
C -3.522 -0.736 -2.487
C -1.062 -2.834 -0.659
C 2.197 1.665 6.289
H 1.921 -4.941 1.888
H 4.536 -1.582 1.443
C 2.179 2.165 -4.463
H 2.628 5.136 2.342
H 0.420 1.289 -1.555
H 0.345 -3.576 3.135
H -0.254 -1.960 5.386
C -3.370 -3.868 2.402
H 4.844 2.864 -0.262
H -4.104 -4.448 1.859
C 4.893 2.832 1.895
H -3.466 2.229 -6.580
N -0.242 1.813 -2.105
H -4.320 4.100 -2.790
C -3.000 -1.916 -1.966
H 1.280 3.544 0.874
H -3.998 -3.028 0.049
H 2.611 3.466 2.953
C -2.188 4.040 -3.086
H 2.133 2.720 6.526
C 1.499 -1.752 2.976
C -1.102 -4.179 -0.305
N -1.891 -1.998 2.462
C -3.613 4.091 -3.625
H -1.522 3.643 -3.837
H -2.799 -4.043 -2.267
H -4.987 2.779 -4.647
H 2.020 -5.124 -1.238
C 0.122 -2.322 -1.201
H -3.921 -1.384 0.620
C 2.275 1.263 0.309
C -0.142 1.626 -3.562
H 0.755 3.582 -3.699
C -3.203 -3.113 -2.648
H -4.679 0.149 -4.064
C 3.031 0.837 7.024
C -4.448 -1.959 -4.349
H 3.952 1.670 -3.298
O 4.364 4.129 2.082
H -3.734 3.967 -6.453
C 3.105 -0.520 6.721
N 1.673 0.290 0.059
H 2.944 -0.193 2.724
C -0.596 -1.423 4.504
C 0.743 2.656 -4.281
C -2.287 -1.909 -0.610
C 1.225 -3.099 2.728
C -4.251 -0.765 -3.673
H 2.619 4.341 0.018
H -0.063 -6.050 -0.276
C 3.598 -2.004 1.785
H -1.817 5.031 -2.821
C -3.323 -2.286 0.469
H 2.445 1.216 -2.516
S -1.165 2.265 0.362
H 0.306 2.901 -5.251
H -3.519 2.001 -4.106
C 1.514 -0.213 4.944
H 2.134 -2.720 -1.831
H -3.379 0.200 -1.959
H -2.771 3.500 -1.148
C -0.002 -4.998 -0.524
C -1.165 2.427 -1.373
H 4.032 -3.972 1.036
Ce -0.381 -0.489 1.147
C 3.319 -3.349 1.562
C 1.233 -3.134 -1.395
H 2.427 -2.101 5.450
C -3.298 3.102 -5.948
C 2.362 3.654 0.824
C -2.073 -3.424 4.361
C 2.137 -3.891 2.035
C -2.987 -4.216 3.687
N 2.963 2.336 0.490
O -1.812 -0.579 -0.342
H -2.216 3.266 -5.901
H 0.119 -1.313 -1.596
H -1.146 1.548 -3.974
H 0.778 1.784 4.678
H 3.623 1.242 7.834
C -2.827 -2.741 1.820
H 2.720 2.873 -5.093
C 2.350 -1.044 5.684
H -2.007 -4.611 0.104
H -5.015 -1.978 -5.271
H 2.169 1.218 -5.010
N -2.136 3.193 -1.872
H 0.308 0.639 -3.681
H 4.573 2.168 2.709
C 1.167 -4.479 -1.068
C 0.638 -0.789 3.836
H -1.772 -3.655 5.375
C 2.919 1.983 -3.139
H -4.064 -4.072 -4.356
H -3.751 5.041 -4.146
H 4.765 1.235 0.439
C 1.434 1.140 5.248
C 2.952 4.118 2.138
C -1.540 -2.318 3.729
H 3.756 -1.169 7.292
C -3.908 2.920 -4.561
C 4.450 2.270 0.562
H 5.977 2.915 1.917
H -3.404 -5.095 4.164
*
```

# 5
# C7H17NaO5PS3

A structure of composition C7H17NaO5PS3 in a non-equilibrium geometry (wB97M-V/def2-TZVPD, the OMol25 dataset).

Values from the calculation:
Energy relative to the best compared isomer or geometry (same formula, charge and spin) in eV: 0.0000
Kohn-Sham gap in Eh: 0.269
Lowest unoccupied orbital energy in eV: 2.421

ORCA input file:
```
! wB97M-V def2-TZVPD RIJCOSX def2/J DEFGRID3
* xyz -1 1
P -0.057 0.902 0.862
Na 1.059 1.688 -2.202
S -1.568 1.720 -0.091
H 1.159 -3.058 -0.951
C -0.228 -1.795 0.106
H -1.945 1.685 -3.411
C 1.183 -2.158 -0.334
H -2.093 -1.129 -0.736
O 0.661 2.566 -4.044
C 0.232 0.821 3.650
H -0.709 -0.908 -1.815
S 1.815 1.354 0.317
H -0.016 1.631 4.343
O 0.442 0.968 -5.896
H 1.816 -2.337 0.536
H -1.367 -2.528 -1.557
H 2.024 -0.161 2.959
H 2.051 0.325 4.671
C -1.680 1.480 -4.447
C -0.498 -0.436 4.110
C -1.157 -1.569 -1.075
H -1.965 2.301 -5.100
H -0.272 -1.267 3.445
H 2.257 1.530 3.378
H 1.609 -1.340 -0.913
H -0.632 -2.615 0.709
C 1.740 0.616 3.665
O -0.309 1.292 2.408
S 0.104 1.294 -4.531
H -2.118 0.542 -4.782
O 0.419 0.248 -3.546
O -0.193 -0.707 1.040
H -1.576 -0.268 4.103
H -0.184 -0.690 5.125
*
```